Formula: C31H28BrN5O2V
Source: the OMol25 dataset
Level of theory: ωB97M-V/def2-TZVPD

The energy above the lowest of the compared OMol25 structures with the same formula, charge and spin is 29.9 kJ/mol. The calculation puts the orbital gap (alpha / beta) at 0.306 / 0.315 Eh. The total charge is +1. The HOMO energy (alpha / beta) comes out at -11.3 / -11.3 eV. As for the spin multiplicity: 3.

Geometry as XYZ:
```
68
C31H28BrN5O2V, DFT ωB97M-V/def2-TZVPD
V 1.04 0.40 0.05
C -1.30 -1.03 1.46
C -0.29 -1.19 2.59
C 0.38 0.07 3.06
C 0.48 0.36 4.41
C 1.16 1.48 4.83
C 1.74 2.31 3.88
C 1.59 1.98 2.55
N 0.92 0.89 2.14
N -0.73 -0.91 0.09
C -1.86 -0.67 -0.87
C -2.36 0.74 -1.04
C -3.36 1.28 -0.24
C -3.84 2.55 -0.55
C -3.31 3.21 -1.63
C -2.31 2.59 -2.37
N -1.85 1.37 -2.10
C -0.13 -2.20 -0.35
C 0.65 -1.98 -1.62
C 0.80 -2.96 -2.58
C 1.55 -2.68 -3.71
C 2.14 -1.43 -3.84
C 1.95 -0.50 -2.84
N 1.22 -0.77 -1.75
H -1.89 -0.13 1.63
H -1.98 -1.88 1.47
H 0.49 -1.91 2.33
H -0.82 -1.62 3.44
H 0.02 -0.32 5.13
H 1.25 1.71 5.89
H 2.29 3.20 4.16
H 2.01 2.60 1.77
H -2.68 -1.34 -0.57
H -1.52 -0.98 -1.85
H -3.78 0.71 0.58
H -4.62 3.00 0.05
H -3.65 4.20 -1.91
H -1.87 3.08 -3.23
H -0.92 -2.94 -0.50
H 0.54 -2.58 0.42
H 0.32 -3.92 -2.45
H 1.68 -3.43 -4.48
H 2.73 -1.17 -4.71
H 2.39 0.48 -2.89
Br 6.63 -4.04 2.62
C 6.21 -2.42 1.77
C 7.23 -1.55 1.40
N 7.00 -0.38 0.80
C 5.74 -0.05 0.54
C 4.66 -0.86 0.88
C 4.90 -2.07 1.51
C 3.28 -0.43 0.57
O 2.28 -1.15 0.87
O 3.06 0.69 0.00
H 8.26 -1.80 1.60
H 5.57 0.90 0.05
H 4.08 -2.72 1.78
C 0.10 5.01 -1.14
C 1.07 4.31 -1.85
C 1.35 2.99 -1.50
C 0.68 2.34 -0.47
C -0.28 3.08 0.23
C -0.57 4.40 -0.10
H -0.11 6.04 -1.40
H 1.61 4.79 -2.66
H 2.14 2.48 -2.05
H -0.83 2.63 1.06
H -1.32 4.95 0.46
```